An isolated molecule of C19H24N2O3. Source: the Open Molecules 2025 dataset; level of theory: ωB97M-V with the def2-TZVPD basis set.

The value obtained for the relative energy (zero: lowest compared OMol25 entry of this formula, charge and spin) is 1.828 eV. The SMILES is CCN(CCCNC(=O)c1c(C)cc(=O)oc1C)c1ccccc1.

```
! wB97M-V def2-TZVPD RIJCOSX def2/J DEFGRID3
* xyz 0 1
H -4.7842 -0.6270 -3.1320
C -0.6601 -1.8170 -0.8489
H -0.7449 -1.9151 -1.9212
C 0.2116 -2.6487 -0.1682
H 0.3170 3.2197 -1.6726
C 2.7739 -0.2399 -1.5511
H 2.1931 2.0728 3.0877
H -1.3730 1.6209 -2.4359
H 1.9699 -0.8237 -1.9988
C 0.3531 -2.5508 1.2033
C 1.7990 1.0712 3.2490
O 4.1108 -2.9614 1.8504
C 2.3694 0.1375 2.2379
H -1.8419 -0.0529 1.7811
C 3.5526 -1.9161 1.6272
C -1.4263 -0.8632 -0.1677
H 3.1508 -1.2740 3.6299
H 0.2734 0.5978 -0.7458
C -0.3815 -1.5954 1.8882
H 2.0346 0.7419 4.2569
H -4.3803 0.9850 -2.5554
N 0.5475 1.5285 -0.4712
C 1.5440 1.7025 0.4210
H 0.7875 -3.3787 -0.7179
C 3.0156 -0.9995 2.5960
N -2.3722 -0.0785 -0.8176
H 3.7141 -0.6169 -1.9478
C 2.2228 0.4331 0.8380
H -2.3075 -0.2811 -2.9398
H -2.9435 -1.6490 -2.0071
C -1.5738 2.1933 -1.5291
H -0.4182 3.3107 -0.0711
H 1.0247 -3.2090 1.7315
C -1.2547 -0.7637 1.2193
H 0.7172 1.1267 3.1322
H -2.1284 3.0851 -1.8233
C 2.7702 -0.4220 -0.0658
C -4.3517 -0.0717 -2.3037
H -4.9580 -0.2447 -1.4183
C -2.9240 -0.5585 -2.0692
C -0.2509 2.6481 -0.9271
H -2.1009 1.5313 0.4574
H -3.4759 1.6608 -0.6295
H 2.6542 0.8048 -1.8193
O 1.8588 2.7958 0.8476
H -0.2857 -1.5132 2.9609
C -2.4330 1.3438 -0.5630
O 3.4048 -1.5396 0.3028
*
```

***

An isolated molecule of C19H24N2O4 in a non-equilibrium geometry. Source: the Open Molecules 2025 dataset; level of theory: ωB97M-V with the def2-TZVPD basis set.

The value obtained for the relative energy (zero: lowest compared OMol25 entry of this formula, charge and spin) is 3.509 eV. The SMILES is COC[C@@H]1CCN(C(=O)c2cc(COc3ccc(C)c(C)c3)on2)C1.

```
! wB97M-V def2-TZVPD RIJCOSX def2/J DEFGRID3
* xyz 0 1
C -5.4291 0.6697 -3.6767
H 3.4289 -1.7620 -1.0204
C 5.0627 0.5104 0.2869
O 6.3757 0.9349 0.5687
N 2.3384 -1.1991 0.6758
H 7.3223 -0.8460 1.0845
H -4.5809 0.4115 -4.3101
C -4.0301 1.2887 -1.6780
C 3.2804 -2.0848 0.0165
C 0.0868 -0.4845 1.2191
H -6.5634 -0.9367 -1.8251
H 5.0131 0.0843 -0.7258
H -3.2657 1.8572 2.3002
H 4.4761 1.4321 0.3040
H 5.0670 -0.3415 2.2433
C -5.4407 -0.4905 -0.0753
H 8.3263 0.4871 0.4709
C -5.7591 -0.3473 -1.4095
C -5.0676 0.5354 -2.2289
C -3.2531 2.2480 -2.5268
C -3.1471 0.7721 2.4410
C -4.4064 0.2603 0.4741
H 4.5195 -2.6160 1.6990
H -2.4901 2.7553 -1.9420
H 5.4426 -2.1711 0.2569
H -2.8973 1.7369 0.0631
C -1.7775 0.3577 2.0048
H -5.7159 1.6949 -3.9096
C 4.5539 -1.9436 0.8407
H 2.6745 0.7394 1.4062
O -0.7253 1.0337 2.5017
C 4.5006 -0.4872 1.3207
H -3.2609 0.5579 3.5103
O 0.5879 -2.1889 -0.3182
H -1.8820 -1.3430 0.6098
H 7.3130 -0.4491 -0.6567
H -5.9770 -1.1770 0.5598
C 1.0207 -1.3544 0.4629
C -1.3273 -0.6262 1.1752
C -3.7092 1.1463 -0.3337
O -4.1685 0.0521 1.8120
H -2.7663 1.7217 -3.3471
C 7.3752 -0.0299 0.3554
C 3.0019 -0.2860 1.5823
H -3.9135 2.9979 -2.9611
N 0.4194 0.5043 2.0134
H 2.8784 -3.1000 -0.0046
H 2.7475 -0.5387 2.6172
H -6.2588 0.0137 -3.9268
*
```

***

A structure of composition C19H24N2O4 in a non-equilibrium geometry. Source: the Open Molecules 2025 dataset; level of theory: ωB97M-V with the def2-TZVPD basis set.

The value obtained for the relative energy (zero: lowest compared OMol25 entry of this formula, charge and spin) is 20.306 eV.

```
! wB97M-V def2-TZVPD RIJCOSX def2/J DEFGRID3
* xyz 0 1
H 2.7649 -0.1001 -0.8238
H 1.9279 -3.9969 -3.9764
C 1.6965 -2.9925 -4.0021
C -0.1998 0.3171 1.8035
C -0.2952 -1.7579 -4.1821
H -2.3916 -2.6825 -1.6522
C -1.1710 -1.8905 -1.9173
H -0.5271 -3.1379 -1.6524
C 2.7519 0.6680 -0.1458
C 0.5615 -0.1307 0.6555
H 2.6957 3.1214 1.5077
C -1.0154 0.0395 -5.3469
C -1.7960 2.2014 5.0450
H -2.7827 2.2322 4.8899
N -0.8040 -1.3388 -0.6802
H -1.9534 1.8842 7.2590
H -0.8449 0.4466 -6.2745
H 2.3841 2.9523 3.0981
C 0.3699 -1.0091 -0.3681
O 0.5650 2.5865 4.4772
C -1.5189 -0.4698 2.2875
H -2.4818 0.1102 -2.3768
H -2.3609 1.4542 -4.5583
H 3.8926 0.4867 0.4804
H -1.4754 -1.3552 1.8071
H -1.5238 -0.7556 -0.2512
C 2.4127 2.5626 2.1454
H 0.3603 -1.2542 -6.1900
H -2.4188 0.0510 1.7236
O 1.3996 -1.8056 -0.7683
N 1.7098 1.6368 1.8959
C 1.9411 0.7106 0.8210
O -1.4597 1.7492 3.9450
H -1.6703 -0.5873 3.3278
C 0.4416 1.3479 2.4632
H -0.4543 1.4149 6.4659
C -1.6838 0.5771 -4.5134
C -1.2231 -1.3908 -3.2058
C -0.0755 1.8959 3.7589
H 2.2684 -2.4530 -4.8702
O 0.2023 -2.8913 -4.0247
H -1.6428 0.5561 6.3153
H 3.0735 1.7455 -0.7577
H 3.5430 2.1243 2.3292
H -1.4474 3.2860 5.1799
C -0.3097 -1.1388 -5.3141
C -1.3826 1.3984 6.4313
C -2.1447 -0.2139 -3.2993
H 1.8643 -2.4804 -3.0299
*
```

***

no.,Kohn-Sham gap (eV),electronic energy (eV)
1,8.61,-29215.8481
2,9.11,-31261.0793
3,8.10,-31244.2826